[1]
17
Properties=species:S:1:pos:R:3 method="wB97M-V/def2-TZVPD" charge=0 e_lumo_ha=0.0376 fmax_ha_per_bohr=0.007 e_homo_ev=-9.6 e_tot_ha=-346.9258
C 1.718 0.972 0.454
O 0.966 0.841 -0.738
C 0.235 -0.342 -0.936
C 0.535 -1.573 -0.063
O -0.555 -1.254 0.816
C -1.132 -0.418 -0.214
C -1.798 0.850 0.261
H 1.322 0.340 1.254
H 2.776 0.729 0.272
H 1.649 2.016 0.775
H 0.208 -0.496 -2.018
H 1.486 -1.656 0.476
H 0.347 -2.499 -0.629
H -1.832 -1.023 -0.813
H -2.426 1.239 -0.548
H -2.440 0.660 1.128
H -1.061 1.614 0.522

---

[2]
17
Properties=species:S:1:pos:R:3 method="wB97M-V/def2-TZVPD" smiles=C[C@@H]1OCC[C@H]1O charge=0 e_lumo_ha=0.0377 fmax_ha_per_bohr=0.059 e_homo_ev=-9.9 e_tot_ha=-346.9404
C 1.410 -0.712 -0.370
C 1.336 -0.254 1.083
O 0.350 0.761 1.120
C -0.733 0.268 0.351
C -1.778 1.343 0.155
C -0.044 -0.208 -0.920
O -0.665 -1.314 -1.534
H 1.679 -1.805 -0.401
H 0.147 -1.745 -1.239
H 2.186 -0.232 -0.967
H 1.030 -1.090 1.734
H 2.269 0.161 1.462
H -1.186 -0.614 0.847
H -2.607 0.958 -0.449
H -2.173 1.673 1.120
H -1.337 2.204 -0.356
H 0.116 0.607 -1.636

---

[3]
17
Properties=species:S:1:pos:R:3 method="wB97M-V/def2-TZVPD" smiles=COC[C@H]1C[C@H]1O charge=0 e_lumo_ha=0.0374 fmax_ha_per_bohr=0.006 e_homo_ev=-9.3 e_tot_ha=-346.9279
C 2.094 0.331 0.575
O 1.222 -0.781 0.519
C 0.516 -0.876 -0.712
C -0.673 0.070 -0.851
C -2.031 -0.345 -0.317
C -1.294 0.779 0.333
O -0.789 0.665 1.623
H 2.866 0.255 -0.205
H 2.578 0.306 1.553
H 1.551 1.279 0.472
H 1.224 -0.709 -1.537
H 0.185 -1.917 -0.764
H -0.686 0.630 -1.784
H -2.920 -0.150 -0.909
H -2.055 -1.277 0.244
H -1.662 1.786 0.156
H -0.127 -0.046 1.604

---

[4]
17
Properties=species:S:1:pos:R:3 method="wB97M-V/def2-TZVPD" charge=0 e_lumo_ha=0.0315 fmax_ha_per_bohr=0.007 e_homo_ev=-8.2 e_tot_ha=-346.8408
C 2.211 0.818 -0.141
O 1.064 0.723 0.684
C 0.706 -0.571 0.960
C -0.673 -0.557 1.580
C -0.990 -0.834 0.152
C -1.501 0.272 -0.728
O -1.425 -0.042 -2.105
H 1.954 0.585 -1.184
H 2.988 0.125 0.194
H 2.571 1.847 -0.086
H 0.326 -1.138 -0.125
H -0.884 -1.352 2.292
H -0.983 0.425 1.938
H -1.351 -1.835 -0.083
H -2.562 0.445 -0.524
H -0.960 1.199 -0.485
H -0.491 -0.109 -2.341